99
Properties=species:S:1:pos:R:3:mulliken_charge:R:1 method="wB97M-V/def2-TZVPD" multiplicity=1 charge=+1 orbital_gap_ev=8.49 lumo_ev=-3.51
C 3.117 -0.645 4.629 -0.163
C 3.041 0.239 3.792 -0.471
C 3.248 1.490 2.881 -0.125
C 1.953 2.403 2.799 -0.483
C 0.644 1.613 2.360 -1.031
C 0.530 1.346 0.805 0.188
C 1.292 0.114 0.135 -0.432
C 1.040 -1.359 0.671 0.202
C 2.277 -2.028 1.408 -0.370
C 2.277 -3.582 0.979 -0.522
C 1.471 -4.443 2.071 -1.042
N 0.739 0.315 -1.271 0.758
P 2.018 0.553 -2.420 0.177
O 2.869 1.987 -2.164 -0.500
O 3.123 -0.684 -2.107 -0.283
S 1.478 0.347 -4.271 -0.371
C -0.344 1.254 -1.290 0.018
N -0.935 1.818 -2.310 0.153
Cl -2.266 2.884 -2.070 0.042
N -0.770 1.461 0.108 0.067
C -1.758 0.338 0.233 0.180
C -2.291 0.066 1.690 0.220
C -3.046 -1.353 1.617 -0.689
Br -3.707 1.376 2.231 -0.130
H 3.199 -1.676 5.059 0.393
H 4.110 2.115 3.240 0.508
H 3.483 1.107 1.847 -0.011
H 2.100 3.341 2.174 0.439
H 1.771 2.782 3.857 -0.077
H 0.510 0.659 2.945 0.273
H -0.230 2.289 2.645 0.193
H 1.123 2.227 0.377 0.312
H 2.401 0.313 0.169 1.023
H 0.659 -1.961 -0.217 -0.168
H 0.146 -1.303 1.377 -0.363
H 3.270 -1.544 1.193 0.418
H 2.019 -2.040 2.512 0.052
H 3.322 -4.007 0.958 0.355
H 1.773 -3.761 -0.013 0.273
H 0.415 -4.051 2.167 0.182
H 1.478 -5.533 1.755 0.379
H 1.993 -4.313 3.066 0.286
H 3.607 1.773 -1.555 0.382
H 4.038 -0.378 -2.309 0.204
H -0.620 1.640 -3.275 0.203
H -1.421 -0.651 -0.196 -0.594
H -2.667 0.646 -0.383 0.167
H -1.500 -0.058 2.477 0.106
H -2.207 -2.125 1.706 0.078
H -3.511 -1.527 0.604 0.020
H -3.736 -1.526 2.484 0.418
Cl 3.724 2.690 7.369 -0.169
C 2.454 3.935 7.271 -0.505
C 1.069 3.354 7.457 -0.516
Cl 0.586 2.323 6.085 -0.102
H 2.550 4.442 6.311 0.285
H 2.659 4.659 8.061 0.375
H 0.336 4.159 7.521 0.297
H 1.002 2.758 8.367 0.354
Cl -5.583 -0.944 -0.336 -0.153
C -6.324 0.495 -1.082 -0.278
C -7.424 1.076 -0.223 -0.189
Cl -8.849 0.014 -0.145 -0.164
H -6.689 0.214 -2.070 0.436
H -5.528 1.231 -1.210 0.067
H -7.761 2.025 -0.645 0.339
H -7.083 1.259 0.796 -0.006
Cl -2.434 -4.527 -4.619 -0.182
C -1.712 -2.921 -4.880 -0.502
C -0.550 -2.658 -3.949 0.181
Cl -1.077 -2.478 -2.253 -0.130
H -2.498 -2.174 -4.762 0.316
H -1.368 -2.893 -5.915 0.360
H -0.055 -1.725 -4.226 -0.394
H 0.186 -3.461 -3.990 0.368
Cl 6.849 -4.928 -3.993 -0.173
C 5.744 -3.678 -4.613 -0.429
C 6.155 -2.288 -4.180 -0.215
Cl 5.938 -2.039 -2.425 -0.192
H 4.735 -3.921 -4.276 0.271
H 5.766 -3.746 -5.701 0.314
H 5.535 -1.545 -4.684 0.085
H 7.197 -2.083 -4.423 0.385
Cl 4.281 -0.149 -7.825 -0.151
C 3.521 1.311 -8.510 -0.471
C 2.440 1.865 -7.609 -0.390
Cl 1.017 0.795 -7.531 -0.183
H 3.132 1.059 -9.496 0.345
H 4.313 2.051 -8.635 0.298
H 2.092 2.825 -7.995 0.330
H 2.804 2.018 -6.592 0.235
Cl -7.867 3.343 2.971 -0.178
C -7.766 2.441 4.506 -0.472
C -7.751 0.945 4.287 -0.266
Cl -9.313 0.336 3.687 -0.164
H -8.603 2.747 5.133 0.371
H -6.841 2.752 4.995 0.285
H -7.555 0.435 5.231 0.361
H -6.978 0.652 3.575 0.072